(1)
Formula: C6H10O
Source: the OMol25 dataset
Level of theory: ωB97M-V/def2-TZVPD

Properties
**LUMO (alpha / beta)**: 4.073 / 4.042 eV
**Charge**: -1
**E_HOMO (alpha / beta)**: -0.59 / -2.29 eV
**Spin multiplicity**: 2

Each line ends with the natural charge from an NBO analysis.
Geometry (Å):
C  1.519013  -0.138317  1.197299  -0.15
C  2.795543  0.258243  0.854022  -0.52
C  0.370668  -0.311766  -1.055674  -0.66
C  0.369788  -0.372310  0.308447  -0.24
C  -0.739772  -0.966249  0.770608  -0.34
C  -2.060698  -0.851813  0.315187  -0.58
H  1.261280  -0.201441  2.259043  0.19
H  3.053822  0.399195  -0.217962  0.17
H  3.723234  0.115077  1.358688  0.18
H  -0.461076  -0.628965  -1.668911  0.18
H  1.304585  -0.030902  -1.625745  0.17
H  -1.238794  -1.561265  -0.192607  0.30
H  -2.794751  -1.504443  0.759050  0.18
H  -2.616330  0.091979  -0.023819  0.15
H  -2.204364  2.188040  -0.848431  0.44
H  -0.882006  1.432981  -0.834547  0.50
O  -1.400135  2.081949  -1.354645  -0.98

Cartesian forces (eV/Å) of the 2 atoms listed first:
1.34 0.43 -0.11
-1.44 -0.81 -2.05


(2)
Formula: C12H31BF4N2O2RuSSiTe4
Source: the OMol25 dataset
Level of theory: ωB97M-V/def2-TZVPD

Properties
**LUMO (alpha / beta)**: 1.814 / 1.701 eV
**Charge**: -1
**E_HOMO (alpha / beta)**: -3.85 / -3.88 eV
**Spin multiplicity**: 2

Each line ends with the natural charge from an NBO analysis.
Geometry (Å):
Ru  -0.668229  1.672670  0.593603  0.03
C  1.870824  1.362093  2.758230  -0.25
O  1.472330  2.163403  1.652774  -0.60
C  2.580990  2.792902  1.043309  -0.08
C  2.124646  3.891414  0.123461  -0.10
O  1.486800  3.416208  -1.046723  -0.55
C  2.375686  3.006349  -2.059684  -0.25
H  2.525475  1.941693  3.413816  0.18
H  2.393141  0.463398  2.406527  0.16
H  0.984217  1.083447  3.313474  0.24
H  3.177871  2.047441  0.499462  0.17
H  3.210725  3.241988  1.820332  0.19
H  2.993451  4.511048  -0.137420  0.17
H  1.403802  4.516638  0.652002  0.23
H  3.008138  3.841958  -2.383898  0.16
H  1.773537  2.662206  -2.898373  0.20
H  3.017239  2.180388  -1.733425  0.17
Te  -1.922254  3.106476  2.460982  0.26
Te  -0.108223  4.483015  3.830118  -0.61
Te  -3.672088  4.611875  -1.490235  -0.54
Te  -1.509996  4.007052  -0.092598  0.34
C  -2.594671  0.849670  -2.319966  -1.17
Si  -2.582229  0.710328  -0.439213  1.49
C  -2.636769  -1.172542  -0.177937  -1.15
C  -4.217334  1.264556  0.314312  -1.18
H  -3.352989  0.172878  -2.730081  0.22
H  -1.620145  0.546728  -2.711286  0.22
H  -2.812922  1.855533  -2.671159  0.25
H  -3.628727  -1.495333  -0.513679  0.22
H  -2.531407  -1.464753  0.868359  0.24
H  -1.904379  -1.704867  -0.784901  0.20
H  -5.032822  0.692138  -0.140914  0.22
H  -4.431115  2.324819  0.164215  0.25
H  -4.214322  1.045941  1.385636  0.24
C  0.955286  -4.048095  1.256052  -0.62
C  0.030321  -3.275507  0.331313  -0.23
N  0.428186  -1.878207  0.191190  -0.59
C  0.688619  -1.232126  -0.931951  0.36
S  0.699433  0.469721  -1.045190  -0.16
N  1.006313  -1.912066  -2.062794  -0.62
C  1.857311  -3.095932  -2.133648  -0.22
C  1.313029  -4.122670  -3.112525  -0.61
H  0.607004  -5.076745  1.357408  0.21
H  0.946695  -3.588371  2.244326  0.24
H  1.985431  -4.064786  0.892801  0.19
H  -0.972661  -3.273297  0.756736  0.24
H  -0.040413  -3.722088  -0.659168  0.19
H  0.157668  -1.276292  0.964936  0.46
H  1.077099  -1.288578  -2.852912  0.41
H  1.946922  -3.523522  -1.137887  0.21
H  2.863875  -2.786736  -2.431540  0.19
H  0.330429  -4.474756  -2.796984  0.21
H  1.985555  -4.978581  -3.183898  0.21
H  1.208604  -3.690420  -4.108934  0.21
F  -2.603328  -0.621173  3.011334  -0.54
B  -1.243905  -0.773052  3.157693  1.36
F  -0.594238  -0.103844  1.988656  -0.58
F  -0.749336  -0.181532  4.297962  -0.54
F  -0.842152  -2.110075  3.037877  -0.57

Cartesian forces (eV/Å) of the 2 atoms listed first:
0.07 -0.36 0.17
0.02 0.02 0.00


(3)
Formula: C24H45BN4O3
Source: the OMol25 dataset
Level of theory: ωB97M-V/def2-TZVPD

Properties
**LUMO**: -0.327 eV
**E_HOMO**: -8.05 eV

Each line ends with the Löwdin charge.
Geometry (Å):
C  -2.252668  -9.784651  1.231412  -0.12
C  -2.504228  -8.256699  1.281762  -0.21
C  -1.234564  -7.469372  0.861276  -0.19
O  -0.640558  -6.844791  2.005064  -0.04
C  0.307785  -5.918378  1.689284  -0.23
C  1.319546  -6.134753  0.793102  0.06
C  2.313875  -5.151096  0.520880  -0.21
N  3.302678  -5.474079  -0.362194  0.12
C  4.175165  -4.509959  -0.541487  -0.11
C  4.070341  -3.234043  0.095266  -0.12
N  3.139848  -2.864634  0.952705  0.13
C  2.261367  -3.895942  1.158184  -0.22
C  1.189724  -3.682457  2.082086  0.02
C  0.250526  -4.641467  2.349675  -0.14
C  -0.811753  -4.279922  3.401498  -0.01
B  0.008288  -4.099113  4.764888  -0.59
O  0.790772  -5.171506  5.235437  0.13
O  0.021419  -2.914945  5.504528  0.13
H  -3.119976  -10.356775  1.588435  0.07
H  -1.958375  -10.080341  0.212169  0.07
H  -1.406539  -10.008799  1.904879  0.08
H  -3.364280  -7.981582  0.651346  0.11
H  -2.767274  -8.000253  2.320732  0.11
H  -0.573149  -8.182051  0.341494  0.11
H  -1.518431  -6.674240  0.151200  0.13
H  1.392152  -7.083941  0.255848  0.13
H  5.007945  -4.711222  -1.222725  0.11
H  4.837093  -2.487860  -0.151976  0.11
H  1.135099  -2.721061  2.605327  0.13
H  -1.327508  -3.352112  3.106706  0.12
H  -1.564254  -5.078288  3.510528  0.11
H  1.651406  -5.121044  4.795255  0.11
H  0.853199  -2.452480  5.331250  0.11
C  0.965633  0.463834  -4.033758  -0.09
C  1.232281  1.534994  -2.986045  -0.27
N  0.310776  1.495877  -1.865235  -0.19
C  0.396311  2.668501  -1.010128  -0.25
C  1.704506  2.903767  -0.247303  -0.08
C  0.204625  0.221932  -1.171745  -0.24
C  1.479729  -0.370384  -0.559936  -0.09
H  -0.059704  0.522510  -4.402901  0.08
H  1.637536  0.604049  -4.882400  0.07
H  1.139748  -0.541331  -3.646355  0.06
H  1.134948  2.506266  -3.479701  0.12
H  2.280424  1.455203  -2.658535  0.10
H  -0.429991  2.651448  -0.292890  0.12
H  0.207382  3.549650  -1.632049  0.08
H  1.803874  2.234885  0.606923  0.06
H  1.720054  3.923196  0.147998  0.06
H  2.583949  2.791481  -0.882624  0.07
H  -0.208112  -0.512088  -1.869704  0.10
H  -0.556901  0.304629  -0.391103  0.12
H  2.340194  -0.288740  -1.226544  0.07
H  1.329034  -1.431148  -0.354339  0.05
H  1.730517  0.102820  0.388082  0.06
C  -1.639158  5.666632  -2.832093  -0.09
C  -2.214783  6.908221  -2.167978  -0.27
N  -2.199603  6.849585  -0.717119  -0.20
C  -2.981693  7.903655  -0.090732  -0.25
C  -2.518976  9.351653  -0.283210  -0.09
C  -0.908900  6.579278  -0.104934  -0.24
C  0.242323  7.548580  -0.400060  -0.08
H  -2.156569  4.765584  -2.497783  0.08
H  -1.756187  5.738721  -3.914856  0.07
H  -0.573008  5.552499  -2.628884  0.05
H  -3.252055  7.006582  -2.500141  0.12
H  -1.680772  7.792297  -2.548996  0.10
H  -3.061354  7.698837  0.981008  0.11
H  -4.006910  7.824977  -0.467512  0.11
H  -1.650908  9.586921  0.331732  0.05
H  -3.315380  10.034705  0.022408  0.07
H  -2.281657  9.578884  -1.323171  0.07
H  -0.592531  5.576347  -0.406879  0.08
H  -1.038775  6.503344  0.978291  0.12
H  0.290560  7.829734  -1.453169  0.07
H  1.193899  7.075165  -0.146594  0.07
H  0.170956  8.456309  0.197131  0.05

Cartesian forces (eV/Å) of the 2 atoms listed first:
0.30 0.53 0.21
0.25 -0.39 0.35


Total energy (eV)
-8425.223; -82046.276; -38398.312
ΔE to the lowest compared entry with this formula, charge and spin (kcal/mol)
104.7; 16.0; 0.0